No. 1
Molecular formula: C16H18F5N5O2PS2Sr
Method: DFT, wB97M-V/def2-TZVPD

Summary:
DFT total energy ... -2712.7554 Ha
Largest force on an atom ... 0.80 eV/A
Charge ... -1
HOMO level ... -0.1533 Eh
LUMO level ... 1.9 eV
Relative energy (zero: lowest compared OMol25 entry of this formula, charge and spin) ... 10.9 kJ/mol

The geometry in XYZ format:
```
50
Properties=species:S:1:pos:R:3:nbo_charge:R:1
Sr 0.738 1.494 -0.535 1.793
S -1.927 1.322 0.479 -0.539
C -2.851 1.127 -1.006 -0.297
C -4.185 0.599 -0.776 0.283
N -5.213 0.128 -0.551 -0.380
C -2.455 1.365 -2.285 -0.287
S -0.891 1.900 -2.857 -0.518
C -3.429 1.110 -3.337 0.282
N -4.172 0.912 -4.195 -0.371
F 1.459 8.718 1.704 -0.307
C 1.484 7.421 1.349 0.216
C 0.380 6.826 0.765 0.257
F -0.724 7.554 0.549 -0.302
C 0.398 5.492 0.396 0.293
F -0.694 4.975 -0.166 -0.299
C 1.528 4.683 0.594 0.238
O 1.552 3.431 0.251 -0.938
C 2.627 5.317 1.188 0.243
F 3.754 4.618 1.419 -0.315
C 2.612 6.649 1.558 0.263
F 3.700 7.195 2.125 -0.308
C 2.884 -3.202 -0.827 -0.401
N 1.437 -3.335 -0.837 -0.810
C 0.993 -4.650 -1.263 -0.402
P 0.500 -2.210 -0.090 2.477
O 1.020 -0.847 -0.438 -1.239
N -1.017 -2.517 -0.595 -0.833
C -1.371 -2.159 -1.975 -0.415
C -2.182 -2.485 0.298 -0.404
N 0.565 -2.431 1.541 -0.816
C 0.648 -3.752 2.131 -0.396
C 0.143 -1.387 2.462 -0.411
H 3.332 -3.853 -0.067 0.175
H 3.171 -2.172 -0.635 0.231
H 3.285 -3.492 -1.801 0.193
H 1.410 -5.434 -0.618 0.171
H 1.334 -4.839 -2.285 0.193
H -0.091 -4.724 -1.243 0.230
H -0.509 -2.271 -2.633 0.209
H -1.717 -1.124 -2.029 0.230
H -2.160 -2.828 -2.322 0.196
H -1.916 -2.856 1.287 0.192
H -2.947 -3.141 -0.117 0.196
H -2.573 -1.469 0.389 0.233
H 0.970 -4.487 1.396 0.206
H -0.320 -4.072 2.536 0.181
H 1.372 -3.755 2.951 0.192
H -0.151 -0.488 1.921 0.238
H 0.939 -1.150 3.172 0.189
H -0.744 -1.705 3.022 0.189
```

No. 2
Molecular formula: C16H18KN4O2
Method: DFT, wB97M-V/def2-TZVPD

Summary:
DFT total energy ... -1589.8064 Ha
Largest force on an atom ... 0.17 eV/A
Charge ... +1
HOMO level ... -0.4245 Eh
LUMO level ... -2.4 eV
Relative energy (zero: lowest compared OMol25 entry of this formula, charge and spin) ... 0.0 kJ/mol

The geometry in XYZ format:
```
41
Properties=species:S:1:pos:R:3:nbo_charge:R:1
K -1.019 -0.701 -0.011 0.976
C -2.433 0.436 4.729 -0.239
C -2.420 0.045 3.402 0.032
N -1.299 -0.274 2.749 -0.506
C -0.152 -0.191 3.418 0.047
C -0.044 0.237 4.739 -0.102
C -1.228 0.531 5.407 -0.136
C 1.270 0.336 5.401 -0.184
C 2.388 0.782 4.833 -0.186
C 2.483 1.336 3.463 0.199
C 1.713 2.415 3.043 -0.297
C 1.848 2.803 1.723 0.070
N 2.678 2.191 0.879 -0.450
C 3.403 1.206 1.396 0.250
N 3.353 0.746 2.641 -0.446
H -3.369 0.666 5.218 0.236
H -3.346 -0.021 2.841 0.198
H 0.744 -0.490 2.884 0.196
H -1.204 0.841 6.444 0.230
H 1.315 -0.010 6.428 0.228
H 3.322 0.732 5.380 0.240
H 1.034 2.919 3.716 0.236
H 1.272 3.630 1.322 0.205
H 4.111 0.723 0.732 0.187
O -1.030 -1.988 -2.478 -0.796
C -1.509 -0.939 -2.998 0.751
O -1.757 0.133 -2.438 -0.732
C -1.808 -1.029 -4.514 -0.164
N -1.276 -2.379 -4.941 -0.537
C -0.084 -2.158 -5.839 -0.221
C 0.319 -0.717 -5.556 -0.425
C -1.024 -0.021 -5.343 -0.414
H -2.884 -0.989 -4.671 0.245
H -1.982 -2.967 -5.372 0.429
H -1.001 -2.771 -4.003 0.476
H -0.415 -2.285 -6.868 0.217
H 0.674 -2.902 -5.611 0.233
H 0.893 -0.299 -6.380 0.247
H 0.930 -0.663 -4.654 0.223
H -1.520 0.159 -6.299 0.219
H -0.948 0.925 -4.812 0.264
```

No. 3
Molecular formula: C16H18N2O4S
Method: DFT, wB97M-V/def2-TZVPD

Summary:
SMILES ... C#Cc1c(COO)c2c(c(N)c1[C@H](C)CCC)C(=O)N(S)C2=O
DFT total energy ... -1428.8300 Ha
Largest force on an atom ... 2.85 eV/A
HOMO level ... -0.3342 Eh
LUMO level ... -0.8 eV
Relative energy (zero: lowest compared OMol25 entry of this formula, charge and spin) ... 982.2 kJ/mol

The geometry in XYZ format:
```
41
Properties=species:S:1:pos:R:3:nbo_charge:R:1
C 1.736 -1.941 2.598 -0.217
C 1.385 -1.288 1.620 -0.050
C 0.868 -0.770 0.251 -0.081
C 1.915 -0.194 -0.689 0.025
C 3.437 -0.080 -0.282 -0.132
O 3.619 1.236 0.328 -0.276
O 3.577 1.102 1.698 -0.456
C 1.444 0.301 -2.009 -0.131
C -0.011 0.212 -2.410 -0.118
C -1.052 -0.340 -1.497 0.171
N -2.430 -0.340 -1.961 -0.832
C -0.606 -0.838 -0.127 0.038
C -1.617 -1.411 0.941 -0.272
C -2.726 -2.388 0.352 -0.613
C -2.423 -0.126 1.527 -0.386
C -1.768 0.497 2.833 -0.407
C -0.396 1.266 2.599 -0.643
C -0.091 0.791 -3.870 0.677
O -1.007 0.637 -4.640 -0.465
N 1.173 1.529 -4.070 -0.652
S 0.651 3.169 -3.763 0.160
C 2.205 0.975 -3.205 0.692
O 3.409 0.997 -3.365 -0.497
H 2.274 -2.314 3.506 0.260
H 4.152 -0.186 -1.144 0.236
H 3.711 -0.824 0.522 0.225
H 2.984 1.795 2.060 0.468
H -2.725 -1.272 -2.282 0.387
H -3.022 -0.014 -1.191 0.373
H -1.091 -1.988 1.770 0.246
H -3.297 -2.797 1.253 0.217
H -3.507 -1.878 -0.287 0.205
H -2.254 -3.274 -0.164 0.220
H -2.370 0.654 0.703 0.193
H -3.514 -0.361 1.696 0.214
H -1.666 -0.333 3.593 0.206
H -2.521 1.232 3.278 0.209
H -0.520 2.312 3.031 0.214
H -0.145 1.427 1.499 0.216
H 0.489 0.796 3.140 0.224
H 1.730 4.026 -3.842 0.153
```

No. 4
Molecular formula: C16H18N2OS
Method: DFT, wB97M-V/def2-TZVPD

Summary:
SMILES ... CN(C)Cc1cnccc1Oc1ccc2c(c1)CCS2
DFT total energy ... -1203.3188 Ha
Largest force on an atom ... 6.52 eV/A
HOMO level ... -0.2882 Eh
LUMO level ... 0.7 eV
Relative energy (zero: lowest compared OMol25 entry of this formula, charge and spin) ... 433.6 kJ/mol

The geometry in XYZ format:
```
38
Properties=species:S:1:pos:R:3:nbo_charge:R:1
N -1.761 -0.985 2.999 -0.431
O 0.105 1.449 0.221 -0.501
S -1.993 1.248 -5.234 0.265
C -2.599 -0.134 2.254 0.035
C -0.476 -0.988 2.836 0.050
C -0.428 2.665 -1.767 -0.291
C -1.907 0.712 1.269 -0.281
C -0.834 2.665 -3.099 -0.185
C -0.754 0.276 -1.598 -0.270
C -0.390 1.500 -1.018 0.370
C -0.593 0.601 1.056 0.254
C -1.315 1.473 -3.631 -0.189
C 0.185 -0.163 1.859 -0.071
C -1.250 0.366 -2.879 -0.046
N 2.414 -0.956 2.743 -0.487
C 2.821 -0.395 4.073 -0.394
C 3.185 -2.106 2.301 -0.402
C 1.766 -0.096 1.633 -0.233
C -1.873 -0.518 -5.080 -0.531
C -1.775 -0.814 -3.550 -0.411
H -3.656 -0.119 2.314 0.205
H 0.165 -1.631 3.428 0.210
H -0.108 3.625 -1.270 0.229
H -2.599 1.281 0.701 0.226
H -0.915 3.563 -3.719 0.224
H -0.581 -0.588 -1.088 0.220
H 3.833 -0.455 4.127 0.176
H 2.436 0.694 4.179 0.203
H 2.408 -1.045 4.814 0.191
H 2.671 -2.373 1.310 0.205
H 3.017 -2.984 3.023 0.184
H 4.246 -1.884 2.252 0.170
H 2.131 -0.245 0.570 0.224
H 2.113 0.918 1.787 0.208
H -0.984 -0.835 -5.558 0.202
H -2.643 -1.108 -5.585 0.231
H -1.170 -1.729 -3.454 0.228
H -2.891 -0.885 -3.216 0.216
```

No. 5
Molecular formula: C16H18N3O5S3W
Method: DFT, wB97M-V/def2-TZVPD

Summary:
DFT total energy ... -2422.8035 Ha
Largest force on an atom ... 1.90 eV/A
Charge ... -1
HOMO level ... -0.1202 Eh
LUMO level ... 2.4 eV
Relative energy (zero: lowest compared OMol25 entry of this formula, charge and spin) ... 70.2 kJ/mol

The geometry in XYZ format:
```
46
Properties=species:S:1:pos:R:3:nbo_charge:R:1
W 0.259 0.129 -0.019 1.121
N -0.913 1.180 1.826 -0.768
C -0.115 2.237 2.444 -0.361
C 0.753 2.829 1.364 0.784
O 1.059 4.012 1.331 -0.662
O 1.143 1.940 0.505 -0.737
H -1.742 1.560 1.384 0.385
H -1.187 0.454 2.473 0.416
H 0.559 1.763 3.158 0.249
H -0.696 3.012 2.943 0.196
N -1.197 -0.825 -1.905 -0.770
C -0.967 -2.185 -2.404 -0.216
C 0.491 -2.357 -2.808 -0.529
C 1.370 -2.457 -1.578 0.806
O 2.195 -3.343 -1.456 -0.641
O 1.111 -1.569 -0.670 -0.728
H -2.128 -0.728 -1.519 0.386
H -1.087 -0.152 -2.655 0.373
H -1.620 -2.420 -3.251 0.169
H -1.215 -2.865 -1.588 0.222
H 0.802 -1.488 -3.394 0.221
H 0.636 -3.251 -3.412 0.222
O -1.078 1.532 -0.737 -0.601
N -0.608 2.499 -1.575 -0.040
C -1.318 3.642 -1.571 0.060
C -0.916 4.728 -2.291 -0.282
C 0.282 4.625 -3.011 -0.166
C 0.998 3.471 -2.979 -0.224
C 0.568 2.352 -2.214 0.053
S 1.441 0.899 -2.108 -0.030
H -2.213 3.603 -0.970 0.226
H -1.508 5.630 -2.277 0.223
H 0.649 5.473 -3.577 0.215
H 1.935 3.368 -3.508 0.232
S -1.324 -1.523 0.958 -0.214
C -0.348 -2.453 2.100 -0.083
C -0.845 -3.663 2.592 -0.257
C -0.152 -4.396 3.542 -0.250
C 1.063 -3.914 4.019 -0.239
C 1.568 -2.722 3.528 -0.215
C 0.885 -1.974 2.561 -0.214
S 1.620 -0.481 1.985 -0.131
H -1.795 -4.022 2.212 0.201
H -0.553 -5.336 3.901 0.195
H 1.620 -4.471 4.764 0.195
H 2.521 -2.345 3.885 0.207
```